1.
# CH9N3

A cluster of 2 separate species, CH9N3 in total (ωB97M-V with the def2-TZVPD basis set, the Open Molecules 2025 dataset).

Results
Net charge ... 0
Multiplicity ... 1
HOMO-LUMO gap ... 10.30 eV
Energy ... -5653.1277 eV
Energy above the lowest of the compared OMol25 structures with the same formula, charge and spin ... 11.9 kJ/mol
Structure (SMILES) ... NCN.N

Each line ends with the Mulliken charge.
Cartesian coordinates (Å):
N (0.425, -0.720, 3.154)  -0.67
H (0.447, -1.714, 3.335)  0.23
H (-0.330, -0.369, 3.728)  0.22
H (1.286, -0.355, 3.548)  0.22
N (0.542, 1.281, -0.844)  -0.62
C (0.216, 0.231, -1.818)  -0.32
N (-1.239, -0.026, -1.921)  -0.64
H (-0.163, 1.984, -0.948)  0.28
H (0.418, 0.878, 0.074)  0.19
H (0.516, 0.689, -2.762)  0.34
H (0.762, -0.675, -1.577)  0.32
H (-1.348, -0.548, -2.780)  0.23
H (-1.531, -0.656, -1.190)  0.21

=====

2.
# C5H13N2O

The ion C5H13N2O with charge -1 (ωB97M-V with the def2-TZVPD basis set, the Open Molecules 2025 dataset).

Results
Net charge ... -1
Multiplicity ... 1
HOMO-LUMO gap ... 6.23 eV
Energy ... -10421.5269 eV
Energy above the lowest of the compared OMol25 structures with the same formula, charge and spin ... 209.6 kJ/mol
Structure (SMILES) ... C[C@@H](CCN)NC[O-]

Each line ends with the Mulliken charge.
Cartesian coordinates (Å):
C (-0.041, 0.557, 1.810)  -1.38
C (-0.250, 0.089, 0.426)  0.37
C (0.700, -1.059, -0.132)  -0.25
C (2.042, -0.452, -0.293)  -0.66
N (2.320, 0.245, -1.505)  -0.65
N (-1.632, -0.474, 0.142)  -0.49
C (-2.622, 0.410, -0.717)  -0.51
O (-2.346, 1.663, -0.701)  -0.83
H (-0.704, 1.358, 2.185)  0.40
H (0.948, 1.108, 1.829)  0.35
H (0.036, -0.180, 2.668)  0.25
H (-0.076, 0.858, -0.284)  0.13
H (0.760, -1.968, 0.576)  0.18
H (0.093, -1.299, -1.092)  0.19
H (2.761, -1.322, -0.253)  0.29
H (2.389, 0.173, 0.571)  0.28
H (2.009, -0.335, -2.418)  0.30
H (1.773, 1.168, -1.548)  0.30
H (-2.094, -0.663, 0.961)  0.29
H (-3.688, 0.252, -0.498)  0.30
H (-2.377, -0.129, -1.725)  0.14

=====

3.
# C34H23Br2N5O2Ti

A structure of composition C34H23Br2N5O2Ti (ωB97M-V with the def2-TZVPD basis set, the Open Molecules 2025 dataset).

Results
Net charge ... +2
Multiplicity ... 1
HOMO-LUMO gap ... 6.32 eV
Energy ... -210362.9220 eV

Each line ends with the Mulliken charge.
Cartesian coordinates (Å):
Ti (0.422, -0.087, 0.012)  -0.62
O (0.608, -0.184, -5.773)  -0.46
C (0.920, -1.462, -5.965)  -0.29
O (1.131, -2.210, -6.850)  -0.49
C (0.791, -1.148, -4.545)  1.16
C (1.954, -0.798, -3.721)  -1.13
C (1.848, -0.714, -2.393)  0.54
N (0.639, -0.918, -1.700)  0.58
C (-0.488, -1.221, -2.482)  0.54
C (-0.460, -1.352, -3.809)  -1.07
C (-1.726, -1.171, -1.690)  0.43
C (-2.930, -1.752, -2.037)  -0.91
C (-4.046, -1.452, -1.273)  -0.67
C (-3.930, -0.581, -0.194)  -1.13
C (-2.687, -0.093, 0.131)  -0.24
N (-1.591, -0.413, -0.582)  0.77
C (2.952, -0.326, -1.498)  0.60
C (4.287, -0.371, -1.859)  -1.00
C (5.241, 0.045, -0.950)  -0.56
C (4.836, 0.487, 0.304)  -1.04
C (3.496, 0.483, 0.608)  -0.02
N (2.554, 0.082, -0.272)  0.82
H (2.895, -0.606, -4.218)  0.46
H (-1.364, -1.559, -4.365)  0.47
H (-2.994, -2.403, -2.898)  0.58
H (-5.008, -1.880, -1.525)  0.50
H (-4.788, -0.298, 0.399)  0.53
H (-2.536, 0.559, 0.981)  0.54
H (4.570, -0.737, -2.835)  0.48
H (6.290, 0.019, -1.211)  0.47
H (5.549, 0.820, 1.044)  0.50
H (3.154, 0.804, 1.579)  0.41
Br (-2.519, 6.326, -2.196)  -0.12
C (-1.724, 4.886, -1.303)  0.04
C (-1.744, 4.842, 0.084)  -0.87
C (-1.157, 3.775, 0.748)  -0.41
C (-0.545, 2.766, 0.020)  0.54
C (-0.521, 2.818, -1.369)  -0.13
C (-1.114, 3.874, -2.036)  -0.99
N (0.024, 1.621, 0.647)  1.08
C (0.580, 1.625, 1.924)  -1.21
C (0.916, 0.477, 2.558)  0.05
C (1.693, 0.418, 3.785)  -0.84
C (2.363, -0.688, 4.114)  -0.77
C (2.338, -1.837, 3.216)  -0.89
C (1.504, -1.892, 2.188)  -0.47
N (0.518, -0.816, 1.952)  1.54
H (-2.221, 5.634, 0.644)  0.45
H (-1.198, 3.735, 1.831)  0.48
H (-0.010, 2.050, -1.944)  0.37
H (-1.091, 3.925, -3.116)  0.49
H (0.801, 2.580, 2.390)  0.84
H (1.738, 1.314, 4.393)  0.55
H (2.951, -0.734, 5.020)  0.53
H (3.009, -2.670, 3.380)  0.55
H (1.422, -2.734, 1.519)  0.50
Br (-5.007, -2.904, 3.556)  -0.07
C (-3.304, -2.272, 3.107)  -0.15
C (-2.805, -1.134, 3.720)  -0.90
C (-1.553, -0.643, 3.367)  -0.17
C (-0.832, -1.298, 2.389)  0.67
C (-1.312, -2.455, 1.794)  -0.40
C (-2.552, -2.948, 2.151)  -0.87
H (-3.386, -0.629, 4.479)  0.48
H (-1.176, 0.246, 3.852)  0.56
H (-0.740, -2.976, 1.035)  0.28
H (-2.937, -3.846, 1.687)  0.53

=====

4.
# C5H7FO

An isolated molecule of C5H7FO (ωB97M-V with the def2-TZVPD basis set, the Open Molecules 2025 dataset).

Results
Net charge ... 0
Multiplicity ... 1
HOMO-LUMO gap ... 9.18 eV
Energy ... -10061.7423 eV
Energy above the lowest of the compared OMol25 structures with the same formula, charge and spin ... 96.6 kJ/mol
Structure (SMILES) ... C/C(O)=C\C=C\F

Each line ends with the Mulliken charge.
Cartesian coordinates (Å):
C (-1.161, 0.259, 1.197)  -0.51
C (0.259, -0.256, 0.958)  -0.47
C (-1.983, -0.201, 2.131)  -0.22
C (0.825, -0.079, -0.236)  0.84
C (0.189, 0.403, -1.505)  -0.97
O (2.078, -0.591, -0.568)  -0.50
F (-3.230, 0.244, 2.156)  -0.25
H (-1.500, 0.886, 0.393)  0.32
H (0.781, -0.642, 1.808)  0.28
H (-1.788, -0.924, 2.896)  0.37
H (-0.871, 0.410, -1.216)  0.27
H (0.337, -0.342, -2.219)  0.30
H (0.446, 1.370, -2.015)  0.24
H (2.529, -0.810, 0.273)  0.31

=====

5.
# C36H36LuN6P2S

A structure of composition C36H36LuN6P2S (ωB97M-V with the def2-TZVPD basis set, the Open Molecules 2025 dataset).

Results
Net charge ... +1
Multiplicity ... 1
HOMO-LUMO gap ... 8.08 eV
Energy ... -109884.8344 eV
Energy above the lowest of the compared OMol25 structures with the same formula, charge and spin ... 278.3 kJ/mol

Each line ends with the Mulliken charge.
Cartesian coordinates (Å):
Lu (-0.212, -1.749, -0.467)  1.10
C (1.778, -0.844, 1.854)  -0.74
P (2.147, -0.315, 0.108)  0.86
C (3.813, -1.001, -0.147)  0.52
C (3.995, -2.162, -0.893)  -0.42
C (5.260, -2.732, -1.002)  -0.60
C (6.344, -2.136, -0.375)  -0.50
C (6.167, -0.967, 0.360)  -0.62
C (4.909, -0.400, 0.475)  -0.47
C (2.476, 1.471, 0.160)  0.70
C (2.294, 2.266, 1.287)  -0.43
C (2.703, 3.598, 1.279)  -0.74
C (3.279, 4.144, 0.143)  -0.55
C (3.433, 3.364, -0.999)  -0.77
C (3.029, 2.038, -0.992)  -0.54
C (0.808, -1.992, 1.781)  0.30
C (1.044, -3.354, 1.653)  -0.95
C (-0.223, -3.968, 1.556)  -0.79
C (-1.171, -2.952, 1.614)  0.78
C (-2.653, -3.098, 1.748)  -1.25
P (-3.771, -2.552, 0.349)  -0.57
C (-3.789, -0.725, 0.564)  -0.67
C (-3.043, 0.246, -0.283)  -0.31
C (-2.353, 1.594, 1.806)  -1.26
C (-3.775, 1.955, 2.171)  -0.62
C (-4.784, 1.101, 2.001)  -0.83
C (-4.630, -0.286, 1.508)  0.01
C (-2.692, -2.980, -1.078)  0.27
C (-2.515, -2.229, -2.248)  0.28
C (-1.959, -2.800, -3.393)  -0.83
C (-1.630, -4.141, -3.416)  -0.54
C (-1.816, -4.909, -2.275)  -0.94
C (-2.306, -4.330, -1.119)  -0.03
N (-0.544, -1.727, 1.721)  -0.51
H (1.311, -0.030, 2.402)  0.44
H (2.702, -1.126, 2.346)  0.62
H (3.156, -2.615, -1.397)  0.05
H (5.391, -3.637, -1.585)  0.45
H (7.331, -2.575, -0.464)  0.40
H (7.016, -0.494, 0.842)  0.42
H (4.784, 0.515, 1.044)  0.40
H (1.888, 1.851, 2.202)  0.43
H (2.587, 4.200, 2.172)  0.46
H (3.607, 5.178, 0.143)  0.41
H (3.878, 3.787, -1.892)  0.44
H (3.188, 1.424, -1.874)  0.40
H (2.004, -3.854, 1.677)  0.50
H (-0.416, -5.033, 1.532)  0.50
H (-3.008, -2.552, 2.622)  0.63
H (-2.887, -4.147, 1.926)  0.55
H (-3.436, 0.447, -1.271)  0.95
H (-1.636, 2.350, 2.118)  0.50
H (-3.971, 2.940, 2.589)  0.43
H (-5.784, 1.394, 2.309)  0.46
H (-5.276, -1.024, 1.991)  0.47
H (-2.933, -1.238, -2.333)  0.38
H (-1.842, -2.195, -4.283)  0.48
H (-1.216, -4.587, -4.314)  0.41
H (-1.553, -5.959, -2.279)  0.47
H (-2.462, -4.954, -0.248)  0.43
S (1.940, -5.710, -1.967)  -0.35
C (1.315, -4.259, -1.777)  0.40
N (0.855, -3.179, -1.627)  -0.84
C (-1.100, 4.880, 1.015)  -1.17
C (-1.521, 4.843, -0.451)  0.80
C (-0.315, 4.901, -1.383)  -1.29
C (-2.423, 3.659, -0.778)  -1.39
N (-1.820, 2.320, -0.613)  1.45
C (-2.244, 1.320, 0.334)  -0.32
N (-1.555, 0.138, -0.200)  1.36
N (-0.859, 0.577, -1.386)  -0.15
N (-1.071, 1.798, -1.583)  -1.18
H (-0.607, 5.830, 1.243)  0.50
H (-0.380, 4.083, 1.231)  -0.01
H (-1.956, 4.782, 1.692)  0.30
H (-2.149, 5.716, -0.649)  0.33
H (0.330, 4.028, -1.249)  0.07
H (0.287, 5.789, -1.169)  0.44
H (-0.618, 4.942, -2.435)  0.37
H (-2.752, 3.736, -1.813)  0.48
H (-3.313, 3.664, -0.151)  0.42
H (-2.079, 0.651, 2.288)  0.38

=====

6.
# C3H9NO2

A cluster of 2 separate species, C3H9NO2 in total (ωB97M-V with the def2-TZVPD basis set, the Open Molecules 2025 dataset).

Results
Net charge ... 0
Multiplicity ... 1
HOMO-LUMO gap ... 10.09 eV
Energy ... -8840.4455 eV
Energy above the lowest of the compared OMol25 structures with the same formula, charge and spin ... 242.2 kJ/mol
Structure (SMILES) ... CNCC=O.O

Each line ends with the Mulliken charge.
Cartesian coordinates (Å):
C (-1.490, -0.233, 0.186)  -1.04
N (-0.140, -0.071, 0.738)  -0.29
C (0.667, 0.823, -0.151)  -0.38
C (-0.120, 1.574, -1.218)  -0.08
O (-0.794, 2.516, -0.887)  -0.45
H (-1.559, -0.345, -0.894)  0.40
H (-1.861, -1.189, 0.640)  0.32
H (-2.301, 0.420, 0.535)  0.34
H (-0.159, 0.261, 1.691)  0.23
H (1.568, 0.295, -0.450)  0.32
H (1.182, 1.671, 0.326)  0.27
H (0.018, 1.391, -2.302)  0.40
H (1.974, -2.542, 1.242)  0.31
H (1.134, -1.975, 0.267)  0.32
O (1.880, -2.597, 0.275)  -0.67

=====

Record-wise highest occupied orbital energy values, in eV: -9.3, -2.4, -13.6, -8.3, -10.7, -9.5